1.
{
  "formula": "C40H55N5O18",
  "method": "the ωB97M-V functional and the def2-TZVPD basis",
  "elements": ["O", "C", "O", "C", "C", "O", "H", "H", "H", "H", "O", "C", "O", "C", "C", "O", "H", "H", "H", "H", "O", "C", "O", "C", "C", "O", "H", "H", "H", "H", "O", "C", "O", "C", "C", "O", "H", "H", "H", "H", "O", "C", "O", "C", "C", "O", "H", "H", "H", "H", "O", "C", "O", "C", "C", "O", "H", "H", "H", "H", "C", "C", "C", "N", "C", "C", "H", "H", "H", "H", "H", "C", "C", "C", "N", "C", "C", "H", "H", "H", "H", "H", "C", "C", "C", "C", "N", "H", "H", "H", "H", "H", "H", "H", "C", "C", "C", "C", "N", "H", "H", "H", "H", "H", "H", "H", "C", "C", "C", "C", "N", "H", "H", "H", "H", "H", "H", "H"],
  "xyz": [[-8.15967, -0.37421, 5.60952], [-7.51345, -1.41103, 5.31220], [-8.08937, -2.57501, 4.99636], [-7.18061, -3.47532, 4.42898], [-5.85076, -2.89126, 4.76088], [-6.14941, -1.53260, 5.13683], [-7.26092, -4.45980, 4.88991], [-7.34641, -3.52422, 3.35278], [-5.17103, -2.88354, 3.90881], [-5.34810, -3.41039, 5.57694], [-2.40737, -5.99146, -1.79175], [-2.61863, -4.89336, -2.25507], [-3.53250, -4.63010, -3.07796], [-3.28031, -3.37437, -3.74532], [-2.37122, -2.66919, -2.79579], [-1.85855, -3.78828, -2.04484], [-2.76374, -3.34045, -4.70454], [-4.27291, -2.92449, -3.72399], [-2.96454, -2.03342, -2.13861], [-1.70542, -1.98088, -3.31641], [-3.48926, -0.43830, -8.16292], [-2.83145, 0.42077, -7.55262], [-1.59954, 0.73892, -7.80369], [-0.90258, 1.48747, -6.81242], [-2.01141, 1.71368, -5.88475], [-3.15997, 1.02100, -6.42587], [-0.03501, 0.99837, -6.36945], [-0.56436, 2.46758, -7.14870], [-2.17048, 2.79016, -5.94786], [-1.67467, 1.63593, -4.85099], [-0.89367, 7.25236, 5.65960], [-1.06180, 6.47304, 4.71922], [-1.71892, 5.33183, 4.64781], [-1.88025, 4.91674, 3.37252], [-0.79242, 5.63839, 2.62060], [-0.55806, 6.74883, 3.47423], [-1.70906, 3.84174, 3.31598], [-2.87537, 5.23410, 3.06088], [-1.15069, 5.88808, 1.62190], [0.03282, 4.95285, 2.42788], [-6.05198, -1.81974, 0.23587], [-6.52366, -0.83201, -0.32199], [-7.08957, 0.24159, 0.33963], [-7.16519, 1.27233, -0.57553], [-7.11006, 0.49835, -1.90718], [-6.48225, -0.64728, -1.63930], [-8.12475, 1.75620, -0.39331], [-6.32394, 1.95183, -0.43879], [-6.51136, 0.99437, -2.67113], [-8.09055, 0.23513, -2.30398], [3.88083, 2.51485, -4.35839], [4.98284, 2.09207, -4.14564], [5.19790, 0.95285, -3.54322], [6.58992, 0.80243, -3.41543], [7.19681, 1.98838, -4.09690], [6.10228, 2.75992, -4.40942], [6.93006, 0.84807, -2.38086], [6.97759, -0.09144, -3.90411], [7.76041, 1.65244, -4.96730], [7.88533, 2.50622, -3.42916], [0.83620, 1.24607, 0.42862], [0.03862, 0.25685, 0.99861], [-1.31434, 0.34805, 0.86642], [-1.97010, 1.24410, 0.08873], [-1.15308, 2.16851, -0.51685], [0.22063, 2.18356, -0.37628], [1.90002, 1.36734, 0.57002], [0.44212, -0.59318, 1.52873], [-1.96123, -0.31117, 1.42622], [-1.57898, 2.98017, -1.08800], [0.83187, 2.84933, -0.96750], [4.76579, 6.17325, -0.15172], [5.82229, 6.41149, 0.80226], [7.06207, 6.72247, 0.31211], [7.39353, 6.80719, -1.00704], [6.37413, 6.51976, -1.87731], [5.04985, 6.25170, -1.49502], [3.74737, 6.05917, 0.18918], [5.64844, 6.47629, 1.86621], [7.91645, 6.79538, 0.96870], [6.65981, 6.66872, -2.90814], [4.25311, 6.31024, -2.22179], [2.62505, -3.20129, -2.00924], [3.51112, -4.01223, -2.97405], [2.77841, -4.69621, -4.16036], [1.96629, -3.74115, -4.95706], [1.32595, -2.97682, -5.55219], [1.80298, -3.72393, -1.52019], [2.12496, -2.43398, -2.60020], [3.18344, -2.68584, -1.22783], [3.93590, -4.85468, -2.42821], [4.42605, -3.49976, -3.27133], [2.09277, -5.46831, -3.81124], [3.46469, -5.22426, -4.82238], [4.71624, -0.97275, 4.31716], [3.98496, -0.75190, 5.62255], [3.96977, 0.69782, 6.17569], [3.70659, 1.68964, 5.13067], [3.44711, 2.49862, 4.33243], [4.52892, -2.04060, 4.20445], [5.78693, -0.79614, 4.41988], [4.24588, -0.49670, 3.45679], [4.26106, -1.49380, 6.37186], [2.91713, -0.95679, 5.54601], [4.92723, 1.01209, 6.59116], [3.16753, 0.85399, 6.89687], [-0.96044, -4.13661, 4.16248], [-1.38880, -5.61153, 4.05903], [-1.16935, -6.09721, 2.59094], [0.21210, -6.30077, 2.20129], [1.33466, -6.43868, 1.90012], [-1.01774, -3.74300, 5.17732], [-1.61268, -3.51109, 3.55304], [-0.00861, -3.87652, 3.69938], [-2.43004, -5.71601, 4.36400], [-0.77748, -6.26512, 4.68130], [-1.65657, -5.47049, 1.84398], [-1.54620, -7.11998, 2.58557]],
  "atomic_forces_ev_per_a": [[3.058, -4.146, -0.880], [-1.407, 3.448, 0.127], [-1.237, 0.291, 0.595], [0.178, -0.824, -0.405], [1.127, 0.636, 0.006], [-1.008, 0.307, 0.385], [-0.440, 0.034, -0.162], [-0.125, -0.099, 0.028], [-0.052, 0.181, 0.022], [-0.088, 0.204, 0.217], [-0.036, 1.382, 0.222], [3.080, -1.807, 1.939], [-2.691, 0.597, -3.741], [-1.262, 0.798, 0.442], [-1.151, 0.221, 1.130], [1.479, 0.717, 0.470], [-0.639, -1.266, -0.333], [0.241, 0.249, -0.820], [0.133, -0.084, 0.447], [0.884, -0.773, 0.295], [1.563, 3.141, 1.637], [-1.506, -3.549, -0.799], [3.449, -0.249, -2.884], [0.212, -0.155, -0.569], [-0.797, 2.497, 0.972], [-0.810, 0.617, 2.624], [-0.202, -0.689, -0.469], [0.133, -0.354, -0.791], [-0.977, 0.026, 0.049], [-1.019, -1.314, 0.270], [-0.797, -2.829, -2.396], [1.346, 3.310, 1.241], [-0.116, 0.204, 3.944], [-0.399, -1.077, -2.178], [-0.633, -0.541, -0.796], [0.545, 0.056, -0.285], [-0.542, -0.013, -0.013], [-0.123, -0.397, -0.321], [0.052, 0.755, 0.160], [0.689, 0.482, 0.631], [-1.436, 2.409, -1.198], [1.665, -2.732, 2.965], [1.012, -2.614, 0.157], [-0.787, 0.809, -1.092], [-1.445, 3.415, -1.848], [1.545, -2.715, 1.579], [0.213, 0.363, -0.330], [-0.035, 0.127, -0.073], [-0.381, 0.395, -0.072], [-0.277, 0.494, -0.047], [0.450, -0.014, -0.204], [-2.599, 1.777, -0.309], [0.678, -1.473, 0.500], [1.583, -0.997, 0.845], [1.696, -0.484, 0.049], [-0.449, 1.369, -0.897], [-0.603, -0.547, 0.220], [-0.550, -0.328, 0.310], [-0.136, 0.446, -0.340], [-0.116, 0.292, -0.142], [-0.158, -0.163, -0.177], [1.277, 0.245, 0.212], [-1.765, 0.566, -0.949], [1.720, 1.251, 0.051], [-0.766, -1.117, 0.733], [0.087, -0.192, -0.112], [0.139, -0.589, 0.092], [0.191, 0.189, 0.313], [-0.074, -0.333, -0.147], [-0.581, -0.248, -0.238], [-0.086, 0.411, 0.202], [1.227, 0.757, 1.509], [-1.646, -0.109, -1.397], [1.028, -0.495, -1.219], [-2.112, -1.102, -0.149], [1.179, 1.160, 1.250], [0.700, 0.497, 0.038], [-0.045, -0.151, 0.070], [-0.155, -0.332, 0.016], [-0.024, 0.471, 0.268], [-0.195, -0.208, -0.221], [0.041, -0.535, -0.177], [-0.176, 0.552, -0.852], [-0.028, -1.251, 0.819], [-0.347, 0.793, -0.041], [-0.455, 0.677, -0.568], [0.835, -1.007, 0.846], [0.252, -0.571, -0.128], [0.002, 0.306, 0.030], [0.227, -0.154, -0.117], [-0.055, -0.194, 0.235], [-0.414, 0.545, -0.385], [-0.087, 0.093, 0.254], [0.149, 0.241, -0.035], [-0.623, -1.075, 0.538], [-1.208, 1.071, 0.625], [0.517, 0.082, -0.350], [-0.751, 1.414, -1.628], [0.531, -1.488, 1.333], [0.574, -0.197, -0.637], [-0.091, 0.129, -0.290], [0.303, 0.357, 0.168], [0.593, 0.388, 0.214], [-0.133, -0.267, -0.684], [0.025, -0.208, 0.359], [0.233, -0.205, 0.311], [-0.469, 0.297, -0.161], [1.227, 0.840, -0.994], [-0.630, -0.843, 0.893], [3.101, 0.343, -0.500], [-2.495, 0.236, 0.662], [0.192, -0.075, 0.006], [-0.566, -0.077, 0.077], [0.456, -0.603, 0.413], [0.017, -0.117, -0.232], [-0.054, 0.138, 0.225], [-0.170, -0.151, 0.048], [-0.605, 0.033, -0.508]],
  "lumo_energy_ev": -0.100,
  "charge": 0,
  "smiles": "O=C1OCCO1.O=C1OCCO1.O=C1OCCO1.O=C1OCCO1.O=C1OCCO1.O=C1OCCO1.c1ccncc1.c1ccncc1.CCCC#N.CCCC#N.CCCC#N",
  "spin_multiplicity": 1,
  "homo_lumo_gap_ev": 9.702
}

---

2.
{
  "formula": "C3H11N2",
  "method": "the ωB97M-V functional and the def2-TZVPD basis",
  "elements": ["C", "N", "H", "H", "H", "H", "C", "N", "C", "H", "H", "H", "H", "H", "H", "H"],
  "xyz": [[-1.58687, 2.13653, -0.67154], [-1.62416, 0.94395, -0.19894], [-1.65827, 2.88271, 0.12938], [-1.85777, 2.47244, -1.67228], [-0.48806, -0.40422, -0.21540], [-2.01299, 0.95993, 0.76590], [1.29020, -1.01195, -1.07118], [0.30002, -1.07226, 0.05048], [0.78627, -0.58815, 1.42086], [1.62532, 0.02558, -1.16736], [2.00646, -1.81064, -0.94492], [0.72380, -1.22021, -1.99814], [-0.10045, -1.98336, 0.34359], [1.23350, 0.41066, 1.33746], [1.45681, -1.31597, 1.86890], [-0.09381, -0.42503, 2.02321]],
  "atomic_forces_ev_per_a": [[-1.815, -2.126, 0.360], [-0.223, 4.042, -0.014], [0.773, 0.676, 0.229], [0.595, -0.144, -0.601], [1.278, -1.797, 0.385], [-0.229, -1.366, 0.020], [-1.281, -0.465, -0.908], [-0.815, 1.153, 1.556], [0.048, 1.021, -0.689], [0.524, -0.459, 0.403], [0.593, 0.332, 0.097], [0.287, -0.112, 0.407], [0.194, 0.155, -1.338], [0.354, -0.485, -0.234], [0.024, 0.046, -0.088], [-0.306, -0.471, 0.415]],
  "lumo_energy_ev": [-11.241, -14.653],
  "charge": 2,
  "spin_multiplicity": 2,
  "homo_lumo_gap_ev": [10.483, 7.064]
}